A structure of composition C6H12N2 at a distorted geometry, computed with wB97M-V/def2-TZVPD.

Geometry as XYZ:
```
20
Properties=species:S:1:pos:R:3
H -0.75 -1.04 0.10
H -0.26 -0.63 -2.12
H 2.07 0.22 1.84
H 0.40 -0.32 2.05
H 2.62 -3.30 -0.68
C 1.52 -1.35 -0.28
C 2.13 -2.38 -0.47
C 1.04 0.44 1.59
H 0.80 1.43 1.99
C -1.92 0.64 0.53
N -0.84 -0.07 -0.20
H -2.03 -0.59 -1.87
H -1.07 0.94 -2.02
N 1.20 1.33 -0.71
H -1.87 1.69 0.26
H 1.90 1.94 -0.31
H -2.89 0.22 0.26
C 0.83 0.41 0.09
C -1.09 -0.09 -1.66
H -1.78 0.52 1.60
```

Properties
Energy relative to the best compared isomer or geometry (same formula, charge and spin)   116.7 kcal per mole
Highest occupied orbital energy   -7.90 eV
Molar mass   112.18 Da
2S+1   1